{"formula": "C23H22BrN5ORu", "method": "the ωB97M-V functional and the def2-TZVPD basis", "total_charge": 3, "s_squared": 0.7554, "homo_lumo_gap_ha": [0.3221, 0.2710], "spin_multiplicity": 2, "relative_energy_ev": 0.0000, "homo_energy_ha": [-0.675, -0.674], "species": ["Ru", "C", "N", "C", "C", "C", "C", "C", "C", "N", "C", "C", "C", "C", "C", "C", "N", "C", "C", "C", "C", "C", "N", "H", "H", "H", "H", "H", "H", "H", "H", "H", "H", "H", "H", "H", "H", "H", "H", "H", "H", "O", "C", "C", "C", "N", "C", "Br", "C", "H", "H", "H", "H"], "xyz": [[-0.087, 0.183, -0.212], [-1.745, -2.072, -0.822], [-1.613, -0.676, -1.322], [-2.881, 0.113, -1.178], [-2.728, 1.318, -0.296], [-3.768, 2.203, -0.096], [-3.601, 3.252, 0.799], [-2.400, 3.383, 1.486], [-1.402, 2.467, 1.242], [-1.556, 1.465, 0.354], [-1.169, -0.731, -2.758], [-0.557, 0.579, -3.092], [-0.552, 1.185, -4.330], [0.052, 2.430, -4.455], [0.609, 3.036, -3.334], [0.567, 2.370, -2.128], [0.011, 1.148, -2.018], [-0.362, -2.661, -0.748], [-0.117, -4.010, -0.889], [1.182, -4.482, -0.726], [2.192, -3.582, -0.427], [1.881, -2.241, -0.308], [0.631, -1.779, -0.478], [-2.400, -2.658, -1.471], [-2.195, -2.032, 0.172], [-3.644, -0.535, -0.743], [-3.243, 0.410, -2.163], [-4.706, 2.072, -0.621], [-4.407, 3.954, 0.966], [-2.242, 4.183, 2.195], [-0.443, 2.519, 1.743], [-2.014, -0.989, -3.399], [-0.421, -1.519, -2.857], [-1.013, 0.702, -5.181], [0.075, 2.930, -5.414], [1.071, 4.011, -3.391], [0.984, 2.806, -1.230], [-0.929, -4.687, -1.117], [1.396, -5.537, -0.832], [3.216, -3.901, -0.295], [2.650, -1.512, -0.099], [1.927, -0.783, 5.597], [1.335, -0.647, 4.431], [0.032, -1.076, 4.134], [-0.464, -0.876, 2.869], [0.247, -0.291, 1.886], [1.471, 0.136, 2.209], [2.360, 1.111, 0.807], [2.075, -0.003, 3.423], [1.381, -1.221, 6.266], [-0.584, -1.557, 4.882], [-1.466, -1.194, 2.614], [3.066, 0.376, 3.632]]}

***

{"formula": "C23H22Cl2N2O2S", "method": "the ωB97M-V functional and the def2-TZVPD basis", "homo_lumo_gap_ha": 0.1639, "homo_energy_ha": -0.272, "species": ["Cl", "C", "C", "C", "C", "C", "C", "C", "C", "C", "C", "C", "Cl", "C", "C", "C", "C", "H", "H", "H", "H", "H", "H", "H", "H", "H", "H", "H", "C", "C", "N", "C", "O", "C", "C", "O", "N", "C", "C", "C", "S", "H", "H", "H", "H", "H", "H", "H", "H", "H", "H", "H"], "xyz": [[4.356, -0.954, 5.880], [3.092, -0.448, 4.849], [3.156, 0.811, 4.229], [2.142, 1.209, 3.370], [1.048, 0.356, 3.063], [0.063, 0.751, 2.096], [-1.046, -0.035, 1.781], [-2.153, 0.419, 1.075], [-3.334, -0.357, 0.832], [-4.361, 0.144, -0.014], [-5.489, -0.608, -0.312], [-5.639, -1.889, 0.247], [-7.013, -2.830, -0.140], [-4.662, -2.400, 1.114], [-3.534, -1.641, 1.413], [0.978, -0.886, 3.758], [1.994, -1.290, 4.618], [4.002, 1.463, 4.427], [2.182, 2.189, 2.892], [0.107, 1.776, 1.717], [-1.043, -1.079, 2.099], [-2.125, 1.430, 0.662], [-4.241, 1.142, -0.438], [-6.258, -0.222, -0.974], [-4.798, -3.388, 1.545], [-2.796, -2.040, 2.109], [0.123, -1.543, 3.609], [1.949, -2.253, 5.119], [3.467, -1.702, -3.026], [2.288, -1.838, -2.104], [1.668, -0.518, -1.745], [2.126, 0.125, -0.563], [2.957, -0.465, 0.154], [1.556, 1.371, -0.264], [0.700, 2.014, -1.171], [0.184, 3.133, -0.980], [0.356, 1.303, -2.352], [-0.486, 2.007, -3.374], [0.330, 2.654, -4.459], [0.874, 0.076, -2.704], [0.607, -0.613, -4.214], [3.879, -2.700, -3.209], [3.177, -1.267, -3.990], [4.246, -1.089, -2.561], [1.483, -2.387, -2.607], [2.565, -2.314, -1.162], [1.968, 1.943, 0.550], [-1.119, 1.221, -3.803], [-1.083, 2.743, -2.831], [-0.351, 3.180, -5.138], [1.022, 3.387, -4.031], [0.889, 1.909, -5.040]]}

***

{"formula": "C23H22IN4O10STeY", "method": "the ωB97M-V functional and the def2-TZVPD basis", "total_charge": -2, "homo_lumo_gap_ha": 0.2097, "relative_energy_ev": 2.1665, "homo_energy_ha": -0.072, "species": ["Y", "O", "C", "O", "C", "C", "C", "C", "C", "O", "C", "C", "O", "O", "H", "H", "H", "H", "H", "H", "H", "H", "O", "C", "C", "C", "C", "C", "C", "C", "N", "C", "C", "N", "H", "H", "H", "H", "H", "H", "H", "N", "C", "O", "C", "I", "H", "H", "H", "H", "O", "N", "O", "O", "Te", "C", "C", "C", "C", "S", "H", "H", "H"], "xyz": [[-1.415, 0.067, 0.327], [-0.145, 2.051, 4.174], [-0.102, 1.745, 2.986], [-0.872, 0.944, 2.368], [0.997, 2.403, 2.117], [0.396, 2.857, 0.784], [1.367, 3.738, -0.009], [2.377, 2.691, -0.542], [1.833, 1.409, 0.091], [0.426, 1.629, 0.037], [2.113, 1.425, 1.608], [2.095, 0.042, 2.222], [2.839, -0.290, 3.108], [1.178, -0.774, 1.670], [1.430, 3.220, 2.692], [-0.631, 3.205, 0.837], [0.844, 4.232, -0.827], [1.826, 4.500, 0.623], [2.327, 2.612, -1.627], [3.408, 2.890, -0.245], [2.072, 0.484, -0.429], [3.102, 1.829, 1.831], [0.014, -1.309, -0.879], [0.005, -1.990, -1.992], [0.165, -3.391, -1.970], [0.265, -4.137, -3.129], [0.178, -3.529, -4.376], [-0.067, -2.165, -4.423], [-0.175, -1.393, -3.269], [-0.621, -0.003, -3.394], [-0.287, 1.032, -2.659], [-1.069, 2.074, -3.106], [-1.871, 1.663, -4.121], [-1.559, 0.336, -4.327], [0.160, -3.883, -1.005], [0.397, -5.211, -3.058], [0.270, -4.107, -5.288], [-0.177, -1.671, -5.383], [-1.043, 3.036, -2.624], [-2.642, 2.166, -4.677], [-2.181, -0.341, -4.735], [-4.063, 2.820, -1.330], [-3.462, 2.565, -0.071], [-2.293, 1.984, -0.174], [-4.038, 2.941, 1.092], [-3.640, -0.994, -1.624], [-3.859, 2.036, -1.943], [-5.065, 2.918, -1.234], [-5.021, 3.395, 1.106], [-3.541, 2.741, 2.030], [-1.492, -2.102, 1.377], [-2.477, -1.879, 2.147], [-2.829, -2.701, 2.972], [-3.042, -0.776, 2.006], [1.785, -2.548, 0.940], [2.766, -3.206, 2.683], [2.146, -3.753, 3.774], [3.048, -4.109, 4.809], [4.345, -3.836, 4.481], [4.463, -3.166, 2.918], [1.073, -3.869, 3.832], [2.743, -4.536, 5.754], [5.230, -4.007, 5.072]]}

***

{"formula": "C23H22N2O4", "method": "the ωB97M-V functional and the def2-TZVPD basis", "homo_lumo_gap_ha": 0.2722, "smiles": "O=C(CCCCCN1C(=O)c2cccc3cccc(c23)C1=O)NCc1ccco1", "relative_energy_ev": 0.0000, "homo_energy_ha": -0.309, "species": ["O", "C", "C", "C", "C", "C", "C", "N", "C", "O", "C", "C", "C", "C", "C", "C", "C", "C", "C", "C", "C", "O", "N", "C", "C", "C", "C", "C", "O", "H", "H", "H", "H", "H", "H", "H", "H", "H", "H", "H", "H", "H", "H", "H", "H", "H", "H", "H", "H", "H", "H"], "xyz": [[-3.047, -2.848, 1.237], [-2.902, -1.915, 0.477], [-3.616, -0.586, 0.617], [-2.654, 0.457, 1.203], [-3.159, 1.891, 1.022], [-3.155, 2.365, -0.434], [-1.852, 3.034, -0.875], [-0.643, 2.243, -0.654], [0.240, 2.692, 0.322], [-0.021, 3.662, 1.002], [1.500, 1.944, 0.461], [2.429, 2.336, 1.404], [3.646, 1.658, 1.520], [3.937, 0.602, 0.696], [3.012, 0.169, -0.276], [3.259, -0.921, -1.136], [2.322, -1.317, -2.054], [1.099, -0.647, -2.153], [0.823, 0.425, -1.330], [1.775, 0.852, -0.384], [-0.469, 1.119, -1.435], [-1.356, 0.729, -2.176], [-2.076, -1.970, -0.600], [-1.136, -3.054, -0.739], [0.094, -2.837, 0.096], [1.200, -3.609, 0.297], [1.997, -2.919, 1.244], [1.316, -1.784, 1.547], [0.166, -1.723, 0.853], [-4.475, -0.711, 1.276], [-3.969, -0.272, -0.366], [-2.527, 0.253, 2.268], [-1.671, 0.346, 0.740], [-4.177, 1.945, 1.413], [-2.541, 2.566, 1.618], [-3.365, 1.533, -1.105], [-3.941, 3.109, -0.577], [-1.707, 3.966, -0.325], [-1.911, 3.246, -1.947], [2.198, 3.175, 2.043], [4.359, 1.979, 2.265], [4.880, 0.082, 0.783], [4.200, -1.445, -1.053], [2.519, -2.155, -2.705], [0.359, -0.955, -2.876], [-1.923, -1.139, -1.153], [-0.869, -3.180, -1.792], [-1.637, -3.965, -0.390], [1.416, -4.551, -0.164], [2.939, -3.233, 1.644], [1.528, -0.972, 2.213]]}